Record 1
Below is C24H46Cl2N3O7SSiY as an isolated structure in a non-equilibrium geometry, with properties calculated with wB97M-V/def2-TZVPD.

Properties
HOMO level in eV: -8.272
Energy relative to the best compared isomer or geometry (same formula, charge and spin) in kJ/mol: 0.0
Charge: 0
Multiplicity: 1
Gap between HOMO and LUMO in hartree: 0.325
Total energy in eV: -89246.3945
Max |F| in eV Å⁻¹: 2.0

The geometry in XYZ format:
```
85
Properties=species:S:1:pos:R:3:lowdin_charge:R:1
C 3.46416 0.21649 -2.49393 -0.05
C 3.57988 0.02609 -1.01555 -0.24
H 4.33711 0.73696 -2.88009 0.07
H 2.54357 0.75401 -2.72614 0.00
H 3.39467 -0.72619 -3.04614 0.09
C 4.66973 0.34238 -0.28276 -0.12
C 5.85956 1.14479 -0.71834 -0.11
H 4.80401 -0.11942 0.70086 0.10
H 5.59639 1.79145 -1.57736 0.07
H 6.72373 0.51132 -1.01451 0.08
H 6.25323 1.79526 0.09251 0.07
Y -0.87776 0.46214 0.12803 1.32
Cl -2.08938 2.49738 -0.88906 0.05
C -0.19592 -1.46327 2.67411 -0.27
O -0.68690 -0.34328 2.37049 -0.12
N -0.28444 -2.01391 3.88566 -0.14
C -0.82256 -1.17626 4.95697 -0.02
C 0.13219 -3.39692 4.13847 -0.02
H 0.35833 -2.04432 1.91998 0.12
H -1.41036 -0.37954 4.48578 0.09
H -0.02945 -0.72349 5.57394 0.09
H -1.43996 -1.77882 5.62969 0.09
H 0.02141 -3.98932 3.21747 0.10
H -0.48977 -3.82833 4.92689 0.09
H 1.17453 -3.44922 4.47740 0.07
H -6.69916 -0.59861 1.37861 0.09
H -6.90778 -1.42868 -0.73370 0.09
C -6.00509 0.20964 1.11197 -0.02
C -6.21062 -0.72626 -1.20052 -0.03
N -5.38130 -0.12469 -0.16028 -0.17
H -5.22431 0.33572 1.86654 0.09
C -4.06113 -0.01635 -0.31886 -0.32
O -3.21009 0.04395 0.60840 -0.16
H -5.59953 -1.25743 -1.93527 0.09
H -3.75237 0.06270 -1.37543 0.11
H -6.57420 1.14409 1.01081 0.10
H -6.79719 0.02333 -1.74540 0.09
H 2.58407 2.47637 -0.68418 0.09
H 4.03448 2.40186 1.73612 0.08
C 2.00251 3.23262 -0.12840 -0.01
C 3.28590 3.16855 1.99047 -0.04
N 2.01490 2.95730 1.30147 -0.17
H 0.97023 3.26684 -0.51019 0.08
C 0.91829 2.64713 2.01752 -0.27
O -0.14761 2.24281 1.52108 -0.15
H 3.08929 3.13746 3.07236 0.09
H 1.07859 2.75425 3.11840 0.16
H 2.46744 4.21371 -0.27702 0.09
H 3.67713 4.15449 1.73028 0.09
O 1.22699 0.12702 -0.42806 -0.34
C 2.37308 -0.64708 -0.38338 -0.38
C 2.82680 -0.28362 2.11090 -0.06
C 2.69938 -1.17240 1.03942 -0.19
H 2.62035 0.77019 1.91832 0.08
C 3.25876 -0.76727 3.35086 -0.07
H 2.18187 -1.52175 -1.03802 0.14
C 3.04155 -2.51634 1.19011 -0.03
H 3.41540 -0.05480 4.16773 0.10
C 3.47783 -2.13897 3.52142 -0.12
C 3.41715 -3.01202 2.44256 -0.08
H 2.99475 -3.13819 0.28509 0.13
H 3.67128 -2.50478 4.52750 0.10
H 3.64263 -4.06606 2.58003 0.10
Si -1.64791 1.96872 -4.43601 0.17
Cl 0.18997 1.36933 -3.53681 0.32
C -2.33986 3.59651 -3.78233 -0.27
C -2.74285 0.46731 -4.24730 -0.22
C -1.57375 2.47053 -6.28390 -0.22
H -2.02738 3.80545 -2.74862 -0.09
H -3.43565 3.55373 -3.76087 0.04
H -2.05818 4.46421 -4.39072 0.02
H -1.09503 3.46507 -6.39979 0.03
H -2.57629 2.56997 -6.75064 0.04
H -1.00718 1.77105 -6.92277 0.02
H -2.66116 -0.01421 -3.26526 0.00
H -2.48584 -0.28969 -4.99165 0.03
H -3.79781 0.72081 -4.39453 0.03
C -2.31891 -4.09182 -1.29760 -0.14
S -1.62760 -2.99117 -0.03205 0.45
O -2.69786 -2.81120 0.94786 -0.35
O -0.37937 -3.61661 0.42588 -0.36
O -1.32096 -1.67774 -0.74464 -0.48
H -3.35675 -3.78486 -1.53747 0.06
H -2.34925 -5.10585 -0.87468 0.06
H -1.67668 -4.08027 -2.18975 0.06
```



Record 2
Below is a 3-piece molecular cluster, C24H46FIN5O3 overall in a non-equilibrium geometry, with properties calculated with wB97M-V/def2-TZVPD.

Properties
HOMO level in eV: -10.062
Charge: +1
Multiplicity: 1
Gap between HOMO and LUMO in hartree: 0.187
Total energy in eV: -50026.3694
Max |F| in eV Å⁻¹: 9.6

The geometry in XYZ format:
```
80
Properties=species:S:1:pos:R:3:lowdin_charge:R:1
C -3.95863 7.23249 -0.29124 -0.01
C -3.69869 6.07639 0.86613 -0.28
O -2.57659 6.16791 1.60887 -0.01
O -4.60130 4.93519 1.10090 -0.10
C -4.20750 3.82610 0.20948 -0.13
C -3.13943 2.78432 0.88449 0.07
C -3.46876 1.42653 1.72769 -0.09
C -5.10918 1.14644 1.93110 -0.06
N -2.61275 0.40113 2.34410 0.12
N -1.26461 0.57531 2.26621 -0.09
C -0.41736 -0.52784 2.93773 -0.09
C -0.13209 -0.17016 4.54646 -0.65
O -0.97603 0.63444 5.24174 -0.11
I 1.67566 -1.01622 5.50245 0.84
C -0.71496 1.77492 1.57516 0.02
C 0.95142 1.92150 1.58292 -0.10
C 1.57830 1.40571 0.15721 -0.11
F 0.74835 0.29664 -0.42078 -0.14
C -1.47718 2.98821 0.79390 -0.03
N -0.82554 4.16351 0.07815 0.09
H -4.52325 8.13696 0.19286 0.11
H -4.55723 6.82504 -1.21528 0.09
H -2.91036 7.58424 -0.70266 0.11
H -3.78854 4.29893 -0.80336 0.15
H -5.18347 3.23255 -0.06953 0.14
H -5.58450 1.92478 2.68199 0.11
H -5.30174 0.07398 2.37267 0.09
H -5.64035 1.25401 0.87153 0.09
H 0.59835 -0.72202 2.39108 0.12
H -1.03357 -1.54257 2.90728 0.17
H 1.45207 1.48179 2.54130 0.11
H 1.15843 3.09674 1.62189 0.14
H 2.72453 1.13542 0.23469 0.14
H 1.52551 2.34074 -0.58103 0.12
H -0.25124 3.77677 -0.72415 0.10
H -1.57049 4.74959 -0.35811 0.07
C -1.84959 -1.88700 -6.49874 -0.09
C -1.58966 -0.89715 -5.36639 -0.27
N -2.65720 -0.84809 -4.36459 -0.19
C -2.54390 0.29417 -3.45098 -0.25
C -1.32916 0.34235 -2.53226 -0.11
C -3.01317 -2.11903 -3.73108 -0.25
C -1.91119 -2.88149 -3.00303 -0.09
H -2.81290 -1.69156 -6.98192 0.08
H -1.06809 -1.79478 -7.25941 0.08
H -1.83976 -2.92310 -6.14586 0.07
H -1.49317 0.09235 -5.82867 0.12
H -0.61923 -1.12616 -4.91237 0.10
H -3.45167 0.36226 -2.83923 0.11
H -2.54720 1.21120 -4.05489 0.11
H -1.41234 -0.37277 -1.71178 0.05
H -1.25307 1.33771 -2.07652 0.05
H -0.39224 0.15987 -3.06550 0.07
H -3.43087 -2.78000 -4.50026 0.10
H -3.84899 -1.96097 -3.03601 0.11
H -0.98118 -2.92635 -3.57721 0.07
H -2.23316 -3.91437 -2.83006 0.08
H -1.69597 -2.44772 -2.02525 0.05
C 3.19446 -2.23648 0.49859 -0.09
C 4.20037 -2.00954 1.62385 -0.27
N 4.41819 -3.18464 2.47081 -0.19
C 5.15040 -2.88252 3.70566 -0.26
C 6.58791 -2.39559 3.56991 -0.09
C 4.83067 -4.41157 1.78681 -0.25
C 6.10668 -4.36375 0.95298 -0.09
H 2.23929 -2.60312 0.88957 0.08
H 3.00323 -1.29423 -0.02432 0.05
H 3.56552 -2.95090 -0.24306 0.07
H 3.80273 -1.19663 2.24288 0.10
H 5.13802 -1.64332 1.19139 0.10
H 5.13625 -3.76156 4.36141 0.12
H 4.58525 -2.11790 4.25486 0.06
H 7.26768 -3.20697 3.30325 0.06
H 6.93326 -1.99850 4.53285 0.08
H 6.69139 -1.59286 2.83480 0.07
H 4.01047 -4.73128 1.13256 0.10
H 4.91910 -5.22692 2.51763 0.12
H 6.16259 -3.47274 0.32087 0.07
H 6.14231 -5.23352 0.28765 0.08
H 7.00068 -4.40429 1.57720 0.06
```



Record 3
Below is a 10-piece molecular cluster, C24H46O40S9 overall in a non-equilibrium geometry, with properties calculated with wB97M-V/def2-TZVPD.

Properties
HOMO level in eV: -10.072
Charge: 0
SMILES string: O=C1OC[C@@H](CCCO)O1.O=S1(=O)OCCO1.O=S1(=O)OCCO1.O=S1(=O)OCCO1.O=S1(=O)OCCO1.O=S1(=O)OCCO1.O=S1(=O)OCCO1.O=S1(=O)OCCO1.O=S1(=O)OCCO1.O=S1(=O)OCCO1
Multiplicity: 1
Gap between HOMO and LUMO in hartree: 0.365
Total energy in eV: -205042.1795
Max |F| in eV Å⁻¹: 2.8

The geometry in XYZ format:
```
119
Properties=species:S:1:pos:R:3:lowdin_charge:R:1
O -2.75975 -3.66927 1.31853 0.16
C -3.07733 -3.16178 0.29101 -0.57
O -4.02871 -2.20839 0.11395 0.02
C -3.40468 -1.27312 -0.77350 -0.09
C -2.49499 -2.19024 -1.60544 -0.27
C -1.20414 -1.63787 -2.16579 -0.11
C -0.06429 -1.52559 -1.11756 -0.14
C 0.62382 -0.15976 -1.30844 -0.27
O 1.14923 -0.07988 -2.62693 -0.06
O -2.47327 -3.43677 -0.89076 0.09
H -4.07016 -0.79519 -1.48959 0.13
H -2.87952 -0.45098 -0.28435 0.12
H -3.08298 -2.43428 -2.50317 0.15
H -0.88191 -2.28666 -2.97908 0.12
H -1.42802 -0.63686 -2.54724 0.12
H 0.69555 -2.26269 -1.38935 0.10
H -0.40894 -1.67183 -0.09171 0.12
H -0.12973 0.60815 -1.10725 0.11
H 1.48004 -0.06117 -0.64148 0.12
H 0.48502 0.24639 -3.24074 0.08
O 2.06128 4.79512 -2.42360 -0.22
S 2.37839 3.61797 -1.69774 0.59
O 1.37547 2.88748 -1.00678 -0.23
O 3.57290 3.95423 -0.69012 -0.20
C 4.68581 3.07656 -0.93173 -0.17
C 4.58979 2.73980 -2.40092 -0.15
O 3.17697 2.61131 -2.63921 -0.19
H 4.56111 2.19142 -0.30387 0.14
H 5.61523 3.57442 -0.67934 0.11
H 5.10094 1.81620 -2.65652 0.14
H 4.97210 3.55262 -3.01969 0.13
O 1.07968 -7.97479 4.84070 -0.22
S 0.74532 -6.59624 4.81153 0.59
O 1.65238 -5.60390 5.26074 -0.22
O -0.66233 -6.40552 5.54559 -0.19
C -1.60782 -5.78406 4.65910 -0.15
C -1.17468 -6.22132 3.27904 -0.16
O 0.26212 -6.20379 3.33749 -0.20
H -1.53188 -4.70205 4.77737 0.14
H -2.61686 -6.10439 4.90183 0.14
H -1.53123 -5.55417 2.49723 0.12
H -1.49501 -7.24287 3.06296 0.13
O 1.56903 -5.68942 -4.03558 -0.22
S 2.65664 -5.76614 -3.12476 0.58
O 3.99488 -5.58656 -3.56340 -0.22
O 2.54614 -7.14057 -2.32240 -0.18
C 2.48849 -6.88921 -0.90884 -0.15
C 1.83724 -5.52812 -0.79676 -0.15
O 2.38427 -4.78342 -1.90001 -0.19
H 3.50756 -6.88064 -0.51875 0.14
H 1.91734 -7.66911 -0.41359 0.14
H 2.05830 -5.03166 0.14356 0.14
H 0.75509 -5.58754 -0.93013 0.14
O 2.82892 -4.94894 -10.19714 -0.22
S 3.92365 -5.02360 -9.29742 0.60
O 5.25790 -4.83408 -9.73765 -0.22
O 3.81784 -6.40550 -8.49712 -0.19
C 3.76895 -6.16054 -7.08205 -0.16
C 3.12091 -4.80142 -6.95990 -0.17
O 3.65745 -4.04786 -8.05945 -0.19
H 4.78984 -6.15291 -6.69663 0.14
H 3.20017 -6.94042 -6.58410 0.13
H 3.34867 -4.31144 -6.01857 0.12
H 2.03832 -4.86280 -7.08500 0.14
O 8.35408 6.79157 -1.69108 -0.21
S 7.05126 6.52768 -1.20103 0.61
O 6.20126 5.56815 -1.81268 -0.22
O 6.26741 7.91256 -1.07109 -0.18
C 5.80163 8.09243 0.27647 -0.15
C 6.80323 7.34354 1.12501 -0.15
O 7.12081 6.17512 0.35439 -0.18
H 4.80500 7.65363 0.35465 0.13
H 5.75127 9.14957 0.52076 0.14
H 6.40508 7.05485 2.09421 0.12
H 7.72038 7.91908 1.26578 0.14
O 4.35714 6.99708 5.64108 -0.22
S 4.30143 6.10597 4.53923 0.59
O 5.45763 5.42697 4.06919 -0.23
O 3.62568 6.87622 3.30586 -0.20
C 2.46482 6.15745 2.84786 -0.14
C 1.94915 5.45468 4.08377 -0.15
O 3.14764 5.03876 4.77694 -0.18
H 2.78160 5.44878 2.07923 0.13
H 1.73796 6.84713 2.42772 0.14
H 1.33365 4.59122 3.84716 0.14
H 1.38971 6.13433 4.72916 0.09
O -4.65683 3.15654 0.80948 -0.20
S -4.84591 2.25076 -0.26186 0.61
O -3.75007 1.62610 -0.91225 -0.23
O -5.78594 2.94526 -1.35434 -0.18
C -6.95055 2.14319 -1.59017 -0.16
C -7.18439 1.41974 -0.28021 -0.16
O -5.86691 1.10330 0.18523 -0.18
H -6.72872 1.44385 -2.39901 0.13
H -7.78690 2.77481 -1.87645 0.14
H -7.76853 0.51146 -0.39804 0.14
H -7.66270 2.06825 0.45663 0.14
O -6.13291 -3.33636 0.36230 -0.20
S -6.35133 -4.26415 -0.68322 0.61
O -5.27551 -4.95651 -1.29362 -0.20
O -7.23064 -3.54432 -1.81829 -0.19
C -8.43150 -4.28738 -2.06419 -0.16
C -8.73614 -4.96456 -0.74452 -0.16
O -7.45209 -5.34335 -0.23752 -0.18
H -8.23005 -5.01703 -2.85070 0.13
H -9.22540 -3.61839 -2.38521 0.13
H -9.36823 -5.84064 -0.85794 0.14
H -9.19587 -4.27271 -0.03519 0.13
O -2.71628 6.83260 4.76382 -0.20
S -1.68694 6.69912 5.72636 0.61
O -0.31749 6.83606 5.36875 -0.23
O -1.88896 5.31587 6.49905 -0.18
C -2.00588 5.54611 7.91101 -0.16
C -2.60819 6.93118 8.01737 -0.16
O -1.97817 7.66952 6.96000 -0.18
H -1.00718 5.50869 8.34965 0.14
H -2.62965 4.78061 8.36366 0.14
H -2.41049 7.40384 8.97489 0.14
H -3.68399 6.91742 7.83246 0.14
```